The following is a quantum chemistry calculation of C5H9N3O in the gas phase at a distorted geometry, from the Open Molecules 2025 dataset.

## Properties
SMILES string ... [H]/N=C1/N(O)[C@]1(C)C(=C)N
Kohn-Sham gap ... 8.63 eV
E_LUMO ... 0.19 eV

Last columns: bonded neighbours and bond lengths (Å).
Element x y z (Å)
1 C 0.190 -1.335 1.256  C3 1.505, H14 1.100, H15 1.093, H16 1.095
2 C 0.610 1.263 0.223  C3 1.427, N8 1.327, N9 1.263
3 C 0.126 -0.058 0.462  C1 1.505, C2 1.427, C4 1.544, N8 1.675
4 C -0.591 -0.222 -0.896  C3 1.544, N5 1.372, C6 1.346
5 N 0.144 -0.421 -2.037  C4 1.372, H11 1.016, H12 1.014
6 C -1.937 -0.262 -0.906  C4 1.346, H17 1.087, H18 1.083
7 O 1.904 0.916 1.976  N8 1.424, H10 0.981
8 N 1.671 0.570 0.615  C2 1.327, C3 1.675, O7 1.424
9 N 0.262 2.439 -0.082  C2 1.263, H13 1.024
10 H 1.904 1.897 1.955  O7 0.981
11 H 1.116 -0.677 -1.892  N5 1.016
12 H -0.325 -0.932 -2.777  N5 1.014
13 H -0.698 2.431 -0.438  N9 1.024
14 H 0.875 -2.037 0.759  C1 1.100
15 H 0.550 -1.183 2.276  C1 1.093
16 H -0.787 -1.826 1.308  C1 1.095
17 H -2.508 -0.121 0.009  C6 1.087
18 H -2.505 -0.441 -1.811  C6 1.083

---

The following is a quantum chemistry calculation of C5H9N3O2 in the gas phase at a distorted geometry, from the Open Molecules 2025 dataset.

## Properties
SMILES string ... CCCC(=O)/N=N/C(N)=O
Kohn-Sham gap ... 8.43 eV
E_LUMO ... -0.66 eV

Last columns: bonded neighbours and bond lengths (Å).
Element x y z (Å)
1 C 0.431 1.496 0.170  C4 1.534, N7 1.396, O9 1.197
2 C 3.680 -0.431 0.044  N6 1.522, N8 1.341, O10 1.213
3 C -1.833 -0.207 1.374  C5 1.557, H11 1.056, H12 1.182, H13 1.025
4 C -0.424 0.666 -0.795  C1 1.534, C5 1.580, H14 1.029, H15 0.997
5 C -1.797 0.359 -0.076  C3 1.557, C4 1.580, H16 1.085, H17 1.056
6 N 2.676 0.674 -0.248  C2 1.522, N7 1.239
7 N 1.625 0.809 0.394  C1 1.396, N6 1.239
8 N 4.808 -0.066 -0.584  C2 1.341, H18 0.999, H19 1.034
9 O 0.026 2.500 0.681  C1 1.197
10 O 3.482 -1.413 0.728  C2 1.213
11 H -1.503 0.545 2.038  C3 1.056
12 H -2.903 -0.660 1.589  C3 1.182
13 H -1.213 -1.022 1.430  C3 1.025
14 H -0.738 1.262 -1.573  C4 1.029
15 H -0.015 -0.190 -1.103  C4 0.997
16 H -2.202 1.358 -0.200  C5 1.085
17 H -2.202 -0.209 -0.870  C5 1.056
18 H 5.040 0.900 -0.692  N8 0.999
19 H 5.627 -0.566 -0.198  N8 1.034

---

The following is a quantum chemistry calculation of 2 unconnected molecules or ions with the total composition C5H9N3O2 at a distorted geometry, from the Open Molecules 2025 dataset.

## Properties
SMILES string ... O=c1cc[nH]c(=O)[nH]1.CN
Kohn-Sham gap ... 8.83 eV
E_LUMO ... 0.26 eV

Last columns: bonded neighbours and bond lengths (Å).
Element x y z (Å)
1 C -5.423 -0.658 0.353  H8 1.189, H9 1.175, H10 1.160, N15 1.425
2 C 0.535 0.268 -0.162  C3 1.378, N16 1.366, O18 1.262
3 C 1.220 1.462 -0.095  C2 1.378, C4 1.290, H12 1.015
4 C 2.494 1.573 0.071  C3 1.290, H13 1.148, N17 1.437
5 C 2.749 -0.839 -0.078  N16 1.420, N17 1.424, O19 1.186
6 H -7.413 0.068 -0.389  N15 1.112
7 H -6.136 1.105 0.071  N15 0.975
8 H -4.308 -0.479 -0.023  C1 1.189
9 H -5.262 -0.379 1.483  C1 1.175
10 H -5.779 -1.761 0.375  C1 1.160
11 H 0.854 -1.729 0.014  N16 1.046
12 H 0.609 2.245 0.115  C3 1.015
13 H 3.090 2.438 0.534  C4 1.148
14 H 4.376 0.494 0.739  N17 1.192
15 N -6.315 0.229 -0.315  C1 1.425, H6 1.112, H7 0.975
16 N 1.338 -0.836 -0.237  C2 1.366, C5 1.420, H11 1.046
17 N 3.365 0.431 0.111  C4 1.437, C5 1.424, H14 1.192
18 O -0.720 0.343 -0.070  C2 1.262
19 O 3.446 -1.793 0.024  C5 1.186

---

The following is a quantum chemistry calculation of C5H9N3O2S in the gas phase at a distorted geometry, from the Open Molecules 2025 dataset.

## Properties
Kohn-Sham gap ... 9.09 eV
E_LUMO ... 0.19 eV

Last columns: bonded neighbours and bond lengths (Å).
Element x y z (Å)
1 C 2.135 -0.818 -0.124  C3 1.499, N6 1.347, N7 1.350
2 C 0.740 0.569 0.605  C4 1.503, N6 1.349, N8 1.380
3 C 3.401 -1.587 -0.354  C1 1.499, H12 1.100, H13 1.081, H14 1.103
4 C -0.060 1.821 0.830  C2 1.503, H15 1.075, H16 1.052, H17 1.099
5 C -3.161 0.623 -0.942  O10 1.459, H18 1.120, H19 1.108, H20 1.071
6 N 2.000 0.499 0.127  C1 1.347, C2 1.349
7 N 1.013 -1.556 0.021  C1 1.350, N8 1.322
8 N 0.129 -0.654 0.412  C2 1.380, N7 1.322, S11 1.999
9 O -2.376 -0.767 1.411  S11 1.431
10 O -2.224 -0.489 -1.049  C5 1.459, S11 1.545
11 S -1.766 -1.256 0.213  N8 1.999, O9 1.431, O10 1.545
12 H 2.990 -2.589 -0.548  C3 1.100
13 H 4.082 -1.222 -1.109  C3 1.081
14 H 3.994 -1.634 0.574  C3 1.103
15 H -0.976 1.364 1.156  C4 1.075
16 H 0.441 2.367 1.577  C4 1.052
17 H -0.321 2.543 0.044  C4 1.099
18 H -2.795 1.493 -1.544  C5 1.120
19 H -3.174 1.007 0.097  C5 1.108
20 H -4.071 0.287 -1.396  C5 1.071

---

The following is a quantum chemistry calculation of C5H9N3O2S in the gas phase at a distorted geometry, from the Open Molecules 2025 dataset.

## Properties
Kohn-Sham gap (alpha / beta) ... 7.88 / 7.72 eV
E_LUMO (alpha / beta) ... -0.71 / -0.69 eV

Last columns: bonded neighbours and bond lengths (Å).
Element x y z (Å)
1 C 1.787 0.583 -0.890  C3 1.469, N6 1.282, H12 1.160
2 C 1.335 0.678 1.444  C3 1.503, N7 1.278, H13 1.040
3 C 1.600 1.520 0.227  C1 1.469, C2 1.503, H14 1.150, H15 1.044
4 C -0.312 -0.743 0.498  C5 1.544, N7 1.340, S11 1.845
5 C -0.641 -2.250 0.436  C4 1.544, H16 1.109, H17 1.194, H18 1.063
6 N 0.950 -0.277 -1.342  C1 1.282
7 N 0.509 -0.296 1.459  C2 1.278, C4 1.340
8 N -1.911 0.246 -1.568  S11 1.608, H19 0.979, H20 0.968
9 O -2.839 0.016 0.715  S11 1.462
10 O -1.209 1.793 0.182  S11 1.427
11 S -1.636 0.444 0.004  C4 1.845, N8 1.608, O9 1.462, O10 1.427
12 H 2.544 0.974 -1.677  C1 1.160
13 H 1.856 0.970 2.295  C2 1.040
14 H 2.509 2.199 0.414  C3 1.150
15 H 0.817 2.174 0.005  C3 1.044
16 H -1.677 -2.118 0.063  C5 1.109
17 H -0.341 -2.549 1.552  C5 1.194
18 H 0.041 -2.844 -0.124  C5 1.063
19 H -1.015 0.063 -1.917  N8 0.979
20 H -2.365 -0.584 -1.775  N8 0.968

---

The following is a quantum chemistry calculation of C5H9N3OS in the gas phase at a distorted geometry, from the Open Molecules 2025 dataset.

## Properties
Kohn-Sham gap (alpha / beta) ... 7.98 / 7.97 eV
E_LUMO (alpha / beta) ... -0.13 / -0.13 eV

Last columns: bonded neighbours and bond lengths (Å).
Element x y z (Å)
1 C -1.525 1.456 -0.074  N6 1.360, N7 1.325, O9 1.241
2 C -2.208 -0.804 0.162  N6 1.312, S10 1.533
3 C 0.845 -0.407 1.263  C5 1.560, H11 1.024, H12 1.039, H13 1.202
4 C 2.056 -0.275 -0.940  C5 1.524, H14 1.108, H15 1.113, H16 1.077
5 C 0.834 -0.850 -0.233  C3 1.560, C4 1.524, N8 1.463, H17 1.041
6 N -2.317 0.475 0.437  C1 1.360, C2 1.312, H18 0.996
7 N -0.455 1.045 -0.739  C1 1.325, N8 1.391, H19 1.024
8 N -0.350 -0.330 -0.918  C5 1.463, N7 1.391
9 O -1.851 2.650 0.008  C1 1.241
10 S -2.609 -2.284 0.140  C2 1.533
11 H 0.627 0.587 1.380  C3 1.024
12 H 0.143 -1.056 1.670  C3 1.039
13 H 1.914 -0.606 1.776  C3 1.202
14 H 1.675 -0.239 -1.980  C4 1.108
15 H 3.025 -0.752 -0.669  C4 1.113
16 H 2.265 0.731 -0.620  C4 1.077
17 H 0.730 -1.872 -0.401  C5 1.041
18 H -3.082 0.916 0.898  N6 0.996
19 H 0.282 1.616 -1.162  N7 1.024

---

The following is a quantum chemistry calculation of a gas-phase ion, C5H9N3S (charge +2) at a distorted geometry, from the Open Molecules 2025 dataset.

## Properties
Kohn-Sham gap (alpha / beta) ... 5.93 / 5.93 eV
Net charge ... +2
E_LUMO (alpha / beta) ... -13.04 / -13.04 eV

Last columns: bonded neighbours and bond lengths (Å).
Element x y z (Å)
1 C 0.273 -0.172 -0.256  C3 1.464, N7 1.252, N8 1.441
2 C 2.566 -1.942 -1.010  N6 1.234, S9 1.530
3 C -0.705 0.656 0.452  C1 1.464, H10 1.072, H11 1.106, H12 1.072
4 C 0.472 0.803 -2.443  N7 1.373, H13 1.146, H14 1.078, H15 1.202
5 C 0.536 -1.831 1.777  N8 1.440, H16 1.107, H17 1.076, H18 1.143
6 N 1.872 -1.872 0.007  C2 1.234, N8 1.290
7 N 0.637 -0.135 -1.454  C1 1.252, C4 1.373
8 N 0.887 -1.216 0.523  C1 1.441, C5 1.440, N6 1.290
9 S 3.553 -2.458 -2.060  C2 1.530
10 H -0.632 1.560 -0.119  C3 1.072
11 H -0.676 0.921 1.525  C3 1.106
12 H -1.718 0.304 0.464  C3 1.072
13 H 0.787 0.478 -3.496  C4 1.146
14 H 1.082 1.547 -1.956  C4 1.078
15 H -0.587 1.304 -2.708  C4 1.202
16 H 0.976 -2.838 1.644  C5 1.107
17 H -0.508 -1.826 2.035  C5 1.076
18 H 0.928 -1.196 2.642  C5 1.143

---

The following is a quantum chemistry calculation of a gas-phase ion, C5H9N4 (charge +1) at a distorted geometry, from the Open Molecules 2025 dataset.

## Properties
SMILES string ... Cn1cccn/c1=[NH+]/N
Kohn-Sham gap ... 9.25 eV
Net charge ... +1
E_LUMO ... -3.91 eV

Last columns: bonded neighbours and bond lengths (Å).
Element x y z (Å)
1 C 2.688 0.188 -0.184  C2 1.368, C3 1.426, H10 1.122
2 C 1.609 1.013 -0.026  C1 1.368, N7 1.331, H11 1.162
3 C 2.523 -1.216 -0.003  C1 1.426, N6 1.273, H12 1.126
4 C 0.279 -0.892 0.111  N6 1.364, N7 1.361, N9 1.343
5 C -0.788 1.274 0.163  N7 1.441, H13 1.057, H14 1.100, H15 1.113
6 N 1.367 -1.712 0.188  C3 1.273, C4 1.364
7 N 0.401 0.463 0.082  C2 1.331, C4 1.361, C5 1.441
8 N -2.070 -0.958 -0.282  N9 1.391, H16 0.968, H17 1.006
9 N -0.867 -1.586 0.024  C4 1.343, N8 1.391, H18 1.050
10 H 3.751 0.487 -0.384  C1 1.122
11 H 1.668 2.172 -0.084  C2 1.162
12 H 3.368 -1.946 -0.145  C3 1.126
13 H -1.035 1.319 1.190  C5 1.057
14 H -0.437 2.246 -0.214  C5 1.100
15 H -1.649 0.773 -0.334  C5 1.113
16 H -2.866 -1.416 0.025  N8 0.968
17 H -2.273 -0.626 -1.210  N8 1.006
18 H -0.773 -2.595 0.296  N9 1.050

---

The following is a quantum chemistry calculation of a gas-phase ion, C5H9N6O (charge +1) at a distorted geometry, from the Open Molecules 2025 dataset.

## Properties
⟨S²⟩ ... 2.0089
Kohn-Sham gap (alpha / beta) ... 7.98 / 7.37 eV
Multiplicity ... 3
Net charge ... +1
E_LUMO (alpha / beta) ... -2.85 / -5.95 eV

Last columns: bonded neighbours and bond lengths (Å).
Element x y z (Å)
1 C -0.548 1.635 -0.128  C2 1.337, N9 1.374, H13 1.131
2 C -1.214 0.484 -0.262  C1 1.337, C4 1.536, N8 1.434
3 C 0.924 0.035 -0.218  N8 1.328, N9 1.338, N11 1.465
4 C -2.676 0.043 -0.096  C2 1.536, N10 1.336, O12 1.210
5 C -0.262 -2.019 0.084  N8 1.463, H14 1.084, H15 1.156, H16 1.140
6 N 4.478 -0.062 0.010  N7 1.257, H17 0.956
7 N 3.300 0.373 -0.061  N6 1.257, N11 1.350
8 N -0.254 -0.574 -0.143  C2 1.434, C3 1.328, C5 1.463
9 N 0.798 1.361 -0.097  C1 1.374, C3 1.338, H18 1.017
10 N -3.520 1.017 0.255  C4 1.336, H19 0.971, H20 1.081
11 N 2.279 -0.509 -0.098  C3 1.465, N7 1.350, H21 1.053
12 O -2.942 -1.124 -0.273  C4 1.210
13 H -0.895 2.711 -0.067  C1 1.131
14 H -1.198 -2.194 0.602  C5 1.084
15 H -0.190 -2.704 -0.845  C5 1.156
16 H 0.662 -2.135 0.742  C5 1.140
17 H 5.174 0.572 -0.159  N6 0.956
18 H 1.554 2.001 0.131  N9 1.017
19 H -3.390 1.954 0.474  N10 0.971
20 H -4.547 0.680 0.265  N10 1.081
21 H 2.468 -1.545 -0.117  N11 1.053

---

The following is a quantum chemistry calculation of 2 unconnected molecules or ions with the total composition C5H9NO, from the Open Molecules 2025 dataset.

## Properties
⟨S²⟩ ... 0.7503
Kohn-Sham gap (alpha / beta) ... 2.43 / 8.16 eV
Multiplicity ... 2
Net charge ... -1
E_LUMO (alpha / beta) ... 3.64 / 3.54 eV

Last columns: bonded neighbours and bond lengths (Å).
Element x y z (Å)
1 C 0.939 -0.237 1.173  C2 1.368, C5 1.427, H7 1.073
2 C 0.835 -0.169 -0.190  C1 1.368, N3 1.362, H8 1.075
3 N -0.371 0.391 -0.482  C2 1.362, C4 1.370, H9 1.015
4 C -1.046 0.710 0.667  N3 1.370, C5 1.370, C6 1.485
5 C -0.253 0.327 1.716  C1 1.427, C4 1.370, H10 1.083
6 C -2.362 1.399 0.651  C4 1.485, H11 1.100, H12 1.086, H13 1.096
7 H 1.737 -0.646 1.763  C1 1.073
8 H 1.561 -0.252 -0.978  C2 1.075
9 H -0.657 0.746 -1.388  N3 1.015
10 H -0.496 0.317 2.771  C5 1.083
11 H -3.157 0.665 0.454  C6 1.100
12 H -2.489 1.840 1.635  C6 1.086
13 H -2.447 2.173 -0.120  C6 1.096
14 H 3.224 -1.885 -2.202  O16 0.971
15 H 2.213 -3.040 -2.540  O16 0.975
16 O 2.770 -2.341 -2.930  H14 0.971, H15 0.975

---

no.,E_tot (hartree)
1,-435.202851
2,-510.581243
3,-510.609569
4,-908.778989
5,-908.688274
6,-833.491599
7,-757.489018
8,-414.641378
9,-599.303197
10,-325.858733